Record 1
Here is C14H17AuN3O11P2 as an isolated structure at a distorted geometry from OMol25. Energies are from ωB97M-V with the def2-TZVPD basis set.

Last column: Löwdin charge in e.
Geometry (Å):
C  3.60  1.00  0.25  -0.034
H  -3.02  0.82  0.54  0.136
P  -2.59  -2.17  1.23  0.354
H  -4.01  -3.08  -0.10  0.108
O  -1.16  -1.91  0.74  -0.403
C  3.48  -1.37  -0.12  0.009
O  -2.70  -1.81  4.46  -0.072
O  -1.95  2.48  -1.06  0.156
H  3.90  -2.31  -0.46  0.129
H  2.07  -0.66  -3.30  0.126
O  -2.61  0.67  4.37  -0.059
H  1.84  1.85  1.09  0.117
O  -0.23  1.91  0.30  -0.176
N  3.36  1.21  -4.66  -0.349
O  3.57  2.00  -5.55  0.108
O  -2.49  0.57  1.32  -0.117
H  2.00  3.48  -4.34  0.130
P  -2.16  -0.63  3.61  0.442
H  0.17  -0.31  -1.73  0.106
C  4.18  -0.20  -0.20  -0.017
H  1.89  -3.37  0.13  0.130
O  -0.69  -0.67  3.30  -0.321
H  0.48  -2.55  0.70  0.059
C  0.61  0.54  -2.26  -0.026
H  -2.68  -2.67  3.97  0.087
C  1.64  0.33  -3.15  0.010
C  1.61  2.67  -3.73  0.031
H  0.15  3.87  -2.71  0.134
N  1.62  -0.20  0.77  -0.012
N  1.46  -2.52  0.42  0.195
C  2.33  0.97  0.72  -0.107
Au  -0.35  0.10  1.11  1.395
H  -2.03  0.96  5.08  0.120
O  -3.51  -2.25  -0.07  -0.092
C  -3.08  -0.57  2.03  -0.538
H  5.18  -0.20  -0.62  0.130
C  2.16  -1.39  0.38  -0.326
C  -4.58  -0.45  2.24  -0.036
C  -0.82  2.09  -0.90  -0.524
O  -2.84  -3.27  2.19  -0.256
H  -5.10  -0.52  1.28  0.095
C  2.15  1.41  -3.83  -0.136
C  0.57  2.88  -2.83  0.018
H  4.15  1.93  0.25  0.123
H  -4.82  0.50  2.71  0.100
H  -4.93  -1.26  2.88  0.105
O  4.07  0.27  -4.38  0.078
C  0.11  1.83  -2.06  -0.131

Computed properties:
ΔE to the lowest compared entry with this formula, charge and spin = 167.20 kJ/mol
highest occupied orbital energy = -12.590 eV
net charge = +1
frontier orbital gap = 6.007 eV
multiplicity = 1

Record 2
Here is a 2-piece molecular cluster, C3H11NO overall at a distorted geometry from OMol25. Energies are from ωB97M-V with the def2-TZVPD basis set.

Last column: Löwdin charge in e.
Geometry (Å):
H  1.98  1.62  0.17  0.042
H  2.61  -0.13  0.28  0.048
H  -1.40  -1.39  -1.00  -0.023
H  2.35  0.88  1.70  0.034
H  -0.21  2.07  1.38  0.018
H  -2.81  -1.46  -1.46  0.001
C  -0.42  1.00  1.41  -0.365
H  0.48  -0.92  0.87  0.104
N  0.12  0.09  -0.83  -0.018
C  1.98  0.67  0.69  -0.223
O  -1.94  -1.83  -1.69  -0.171
C  0.53  0.14  0.62  -0.550
H  -0.30  0.97  -1.09  0.029
H  -0.47  0.85  2.50  0.018
H  0.96  0.05  -1.40  0.044
H  -1.46  0.85  1.08  0.012

Computed properties:
ΔE to the lowest compared entry with this formula, charge and spin = 8.75 kJ/mol
<S²> = 0.7503
highest occupied orbital energy (alpha / beta) = 1.329 / -5.970 eV
net charge = -1
frontier orbital gap (alpha / beta) = 2.897 / 10.260 eV
multiplicity = 2

Record 3
Here is a 2-piece molecular cluster, C16H15BF9N2OPS overall at a distorted geometry from OMol25. Energies are from ωB97M-V with the def2-TZVPD basis set.

Last column: Löwdin charge in e.
Geometry (Å):
H  -0.78  2.89  -0.34  0.119
F  5.73  -1.34  -2.57  0.053
F  -5.24  0.00  2.38  0.152
S  3.12  2.96  2.74  0.177
C  -0.94  -2.90  1.58  0.028
H  1.65  -1.38  -1.84  0.182
C  -5.03  -0.07  1.05  -0.574
F  -0.20  -0.02  2.28  0.088
C  -0.89  -1.58  -1.39  -0.014
C  2.92  1.44  -0.89  -0.016
H  -1.92  -2.66  1.15  0.075
C  -2.89  2.55  -0.63  -0.037
H  3.73  2.10  -1.16  0.130
F  5.83  -2.70  -0.71  0.091
H  -0.88  -2.30  2.50  0.088
H  -0.81  -3.96  1.79  0.096
H  -0.27  -2.24  -2.03  0.100
O  1.28  -2.81  0.66  0.162
C  -2.58  0.50  1.24  0.050
H  -1.10  -0.69  -2.00  0.105
H  -2.42  -0.28  1.98  0.134
N  -0.23  -1.20  -0.14  -0.054
N  1.71  -0.53  -1.27  0.222
C  -3.94  1.75  -0.26  -0.006
B  5.40  -2.62  -2.04  -1.232
P  2.29  3.32  1.02  0.401
C  0.16  -2.35  0.68  -0.414
C  2.01  1.73  0.13  -0.280
H  1.08  4.02  1.26  -0.010
C  -3.81  0.74  0.67  -0.094
F  -4.89  -1.37  0.73  0.142
C  -1.66  2.31  -0.06  -0.012
F  -6.14  0.37  0.45  0.141
C  2.72  0.27  -1.56  0.020
F  5.99  -3.62  -2.80  0.101
H  -3.02  3.35  -1.35  0.119
C  0.82  -0.27  -0.31  -0.165
C  0.94  0.88  0.45  -0.020
F  0.10  2.13  2.35  0.073
C  -1.52  1.30  0.88  -0.119
H  -1.83  -2.10  -1.21  0.100
F  3.97  -2.77  -2.08  0.037
H  -4.93  1.95  -0.68  0.128
H  3.14  4.09  0.19  -0.005
C  -0.13  1.12  1.50  -0.419
H  3.42  0.00  -2.35  0.158

Computed properties:
ΔE to the lowest compared entry with this formula, charge and spin = 0.00 kJ/mol
highest occupied orbital energy = -9.706 eV
net charge = 0
frontier orbital gap = 7.293 eV
multiplicity = 1

Record 4
Here is C14H33CdN12O6 as an isolated structure at a distorted geometry from OMol25. Energies are from ωB97M-V with the def2-TZVPD basis set.

Last column: Löwdin charge in e.
Geometry (Å):
N  20.47  35.43  5.59  0.153
C  13.92  29.75  5.82  -0.125
N  13.51  35.04  5.73  0.162
H  15.21  40.29  4.59  0.124
H  15.35  34.71  4.02  0.067
H  15.20  35.72  9.02  0.043
H  13.32  34.38  5.00  0.093
Cd  17.37  38.44  7.60  1.512
C  17.03  34.06  2.99  -0.636
N  15.41  39.44  4.10  0.202
C  15.25  31.52  6.25  -0.137
H  18.31  33.24  1.66  0.113
H  16.71  32.61  1.58  0.110
H  15.76  29.89  4.75  0.090
H  16.38  34.63  7.05  0.059
N  16.29  31.03  11.46  0.026
H  14.34  34.87  6.27  0.056
O  12.56  34.91  10.63  0.053
H  15.13  33.33  2.98  0.108
H  17.43  35.56  6.03  0.034
C  16.60  32.25  12.02  -0.112
H  13.34  38.25  6.09  0.098
H  14.96  39.30  3.21  0.128
C  16.58  33.20  11.03  -0.119
H  15.88  30.38  9.47  0.115
C  17.07  35.48  7.07  -0.257
O  12.04  36.49  4.81  0.042
C  16.17  32.54  9.84  -0.158
H  14.48  37.07  6.69  0.037
H  16.03  37.21  3.09  0.127
H  13.75  37.53  9.46  0.064
N  17.41  33.12  2.09  0.181
H  16.23  32.91  8.83  0.068
N  13.60  37.30  6.27  0.161
H  21.49  34.05  2.86  0.105
H  13.82  32.32  7.79  0.105
C  15.07  30.38  5.42  -0.120
N  13.32  30.55  6.77  0.019
H  12.34  37.33  10.36  0.097
H  19.50  35.40  5.33  0.048
O  16.42  36.64  7.54  -0.517
N  15.71  34.07  3.33  0.184
C  21.38  34.87  4.76  -0.689
O  22.56  34.75  5.03  0.031
C  13.32  35.63  10.04  -0.667
H  17.93  35.14  7.65  0.082
H  20.77  35.69  6.51  0.098
C  16.10  31.21  10.12  -0.131
C  16.37  38.62  4.55  -0.627
H  16.20  31.99  6.46  0.081
H  16.37  30.14  11.90  0.150
C  14.10  31.66  6.99  -0.156
H  13.48  28.81  5.53  0.111
N  14.53  35.21  9.56  0.170
H  16.89  32.32  13.06  0.110
N  12.96  36.94  9.67  0.130
H  12.41  30.41  7.16  0.151
N  20.88  34.41  3.57  0.156
H  19.88  34.30  3.45  0.047
N  16.55  37.46  3.91  0.223
H  16.93  34.21  11.18  0.091
C  13.00  36.31  5.53  -0.673
H  14.72  34.25  9.82  0.050
O  17.05  38.92  5.57  -0.182
O  17.81  34.91  3.44  -0.036
H  17.24  36.84  4.31  0.074

Computed properties:
ΔE to the lowest compared entry with this formula, charge and spin = 0.00 kJ/mol
highest occupied orbital energy = -10.304 eV
net charge = +1
frontier orbital gap = 3.553 eV
multiplicity = 1